(1)
This record from the Open Molecules 2025 dataset describes a molecular structure, C44H45BiN6O4S3. The level of theory is wB97M-V/def2-TZVPD.

The geometry in XYZ format:
```
103
Properties=species:S:1:pos:R:3:forces:R:3:lowdin_charge:R:1
Bi -0.3527 -0.0604 0.1083 -0.01 0.03 0.09 1.998
O 0.1094 0.3205 2.6105 -0.25 0.10 -0.04 -0.694
S -0.6289 0.8606 3.8292 0.24 0.14 0.13 1.025
C 0.6014 1.9263 4.6691 0.02 -0.08 -0.21 -0.276
C 2.0555 1.4823 4.4459 -0.01 0.03 -0.04 -0.199
C 2.8373 2.3557 3.4505 -0.09 -0.11 0.06 -0.202
C 2.3949 2.2671 1.9926 0.00 -0.04 -0.05 -0.295
S 3.1123 0.9580 0.9384 -0.02 -0.09 0.01 1.077
O 1.9605 0.4522 0.0677 -0.03 0.02 0.00 -0.688
C 3.4904 -0.3436 2.0861 0.05 -0.02 -0.06 -0.397
C 4.7045 -0.2619 2.7575 0.04 -0.01 -0.02 -0.085
C 5.0421 -1.2577 3.6615 0.00 -0.02 0.03 -0.046
C 4.1879 -2.3372 3.8545 0.02 0.02 0.01 -0.046
C 3.0057 -2.4317 3.1311 0.02 -0.05 -0.01 -0.067
C 2.6480 -1.4315 2.2395 0.01 0.01 -0.02 -0.097
C -0.6983 -0.4736 5.0012 0.01 -0.03 -0.03 -0.390
C -1.4366 -0.2842 6.1643 0.01 0.05 -0.01 -0.081
C -1.5007 -1.3143 7.0880 0.00 -0.02 0.00 -0.055
C -0.8429 -2.5141 6.8358 0.01 0.01 -0.02 -0.054
C -0.1272 -2.6903 5.6592 0.00 -0.02 0.04 -0.053
C -0.0552 -1.6662 4.7240 -0.02 -0.03 -0.02 -0.068
H 0.3184 1.8949 5.7211 -0.02 0.06 -0.01 0.095
H 0.4142 2.9380 4.2990 0.01 -0.04 0.00 0.095
H 2.0821 0.4335 4.1419 0.01 0.03 0.04 0.091
H 2.5723 1.5406 5.4037 -0.01 -0.02 0.02 0.127
H 3.8996 2.1299 3.5477 0.02 0.04 0.00 0.103
H 2.7313 3.4017 3.7462 0.02 0.02 0.01 0.125
H 2.6435 3.1770 1.4456 -0.01 0.02 0.02 0.099
H 1.3298 2.0893 1.9083 -0.14 0.05 0.00 0.037
H 5.3900 0.5575 2.5642 -0.05 -0.05 0.03 0.121
H 5.9800 -1.2003 4.1990 -0.04 -0.01 -0.01 0.119
H 4.4544 -3.1147 4.5594 0.00 0.02 -0.04 0.117
H 2.3594 -3.2928 3.2634 0.03 0.05 0.00 0.108
H 1.7324 -1.4939 1.6677 0.06 -0.06 0.05 0.057
H -1.9544 0.6528 6.3481 0.02 -0.07 -0.01 0.119
H -2.0702 -1.1862 7.9997 0.03 0.00 -0.03 0.118
H -0.8985 -3.3169 7.5598 0.01 0.02 -0.03 0.115
H 0.3766 -3.6307 5.4699 -0.04 0.03 0.00 0.110
H 0.4715 -1.7862 3.7863 -0.06 0.02 0.08 0.074
N 0.7493 7.2854 -7.3986 -0.02 -0.12 0.14 0.183
C 0.6194 6.4943 -6.5750 0.01 0.03 -0.03 -0.166
C 0.4535 5.4965 -5.5464 -0.04 0.04 -0.07 -0.212
C 1.4950 5.2232 -4.6654 0.08 0.03 0.00 -0.001
C 1.3304 4.2631 -3.6808 0.06 -0.01 0.07 -0.006
C 0.1340 3.5637 -3.5808 -0.07 -0.05 -0.02 -0.212
C -0.9067 3.8382 -4.4646 0.00 -0.01 0.01 -0.011
C -0.7526 4.8062 -5.4412 -0.02 0.02 -0.04 0.000
C -0.0493 2.5200 -2.5306 0.01 -0.07 0.05 -0.026
C -0.0484 1.1867 -2.9584 0.07 -0.04 0.03 -0.239
C 0.0958 0.7396 -4.2894 0.02 -0.01 0.01 0.018
C -0.0352 -0.6383 -4.2825 -0.03 -0.06 0.00 -0.045
C -0.2414 -1.0062 -2.9497 0.05 0.07 0.09 -0.173
N -0.2393 0.0686 -2.1411 -0.14 0.11 -0.15 -0.117
C -0.2769 2.9719 -1.2300 0.08 0.00 -0.03 -0.233
C -0.4930 4.3217 -0.8603 0.01 0.02 0.01 0.023
C -0.8916 4.3300 0.4610 0.01 0.05 0.05 -0.033
C -0.9077 2.9902 0.8703 -0.03 -0.09 0.02 -0.155
N -0.5234 2.1692 -0.1137 -0.02 0.17 -0.08 -0.116
H 2.4289 5.7624 -4.7560 -0.03 -0.02 0.01 0.129
H 2.1392 4.0489 -2.9917 -0.03 0.02 -0.04 0.129
H -1.8412 3.2964 -4.3785 0.03 0.03 -0.02 0.130
H -1.5605 5.0311 -6.1250 0.03 -0.01 0.02 0.129
H 0.2772 1.3753 -5.1429 -0.03 -0.04 0.05 0.126
H 0.0016 -1.3086 -5.1275 0.01 0.05 0.04 0.109
H -0.3958 -1.9964 -2.5440 -0.01 0.05 -0.02 0.091
H -0.3916 5.1703 -1.5220 -0.02 -0.09 0.08 0.128
H -1.1596 5.1842 1.0642 0.00 -0.07 -0.05 0.111
H -1.2228 2.5978 1.8284 0.06 0.03 -0.04 0.087
C -2.9201 -5.3006 -3.3965 -0.02 0.08 0.01 -0.032
C -3.1326 -3.9516 -2.7614 0.02 -0.06 -0.01 -0.250
C -3.1430 -3.8015 -1.3730 -0.01 0.05 0.00 -0.025
C -3.3580 -2.5638 -0.7864 0.10 -0.02 0.01 -0.072
C -3.5765 -1.4621 -1.6050 0.04 0.03 0.09 -0.416
C -3.5546 -1.5805 -2.9888 -0.08 0.07 -0.04 -0.080
C -3.3340 -2.8235 -3.5576 -0.01 -0.06 -0.03 -0.027
S -3.7979 0.1575 -0.9129 0.10 0.08 -0.12 0.992
C -5.2664 -0.0846 0.0713 0.01 -0.04 0.00 -0.208
O -2.6991 0.3284 0.1446 -0.04 -0.26 0.01 -0.704
H -2.7367 -6.0708 -2.6480 0.01 0.02 -0.02 0.077
H -2.0781 -5.2776 -4.0919 -0.03 0.00 0.04 0.087
H -3.8002 -5.5952 -3.9710 0.02 0.01 0.02 0.096
H -3.0053 -4.6692 -0.7364 0.01 0.02 -0.05 0.115
H -3.3194 -2.4615 0.2933 -0.05 0.01 -0.05 0.111
H -3.7150 -0.7088 -3.6155 0.04 -0.06 0.04 0.120
H -3.3202 -2.9232 -4.6378 -0.01 0.01 0.06 0.129
H -5.1347 -0.9568 0.7077 -0.02 0.00 0.02 0.064
H -6.1135 -0.2140 -0.6044 0.06 0.00 0.04 0.077
H -5.3907 0.8160 0.6707 -0.03 -0.01 -0.04 0.067
C 1.4537 -6.2234 -1.1360 0.05 0.10 0.08 -0.004
N 0.9774 -4.9820 -0.5414 -0.09 -0.15 -0.01 -0.077
C 0.0625 -4.8826 0.5836 0.08 0.02 -0.05 -0.017
C -0.1812 -3.3765 0.6298 0.05 0.05 -0.11 -0.517
O -0.9290 -2.8024 1.4026 0.09 0.03 -0.04 -0.009
N 0.5827 -2.7630 -0.3331 -0.10 -0.11 0.05 0.086
C 1.2278 -3.7452 -0.9826 0.00 0.11 0.08 -0.411
N 2.0442 -3.5027 -2.0078 0.03 0.02 -0.01 0.233
H 0.8740 -7.0485 -0.7302 -0.01 0.02 0.00 0.100
H 2.5066 -6.4055 -0.9113 -0.02 0.03 0.02 0.101
H 1.3117 -6.2126 -2.2173 -0.03 0.01 0.00 0.096
H 0.5212 -5.2218 1.5144 -0.02 -0.03 0.02 0.143
H -0.8632 -5.4381 0.4245 0.01 0.03 -0.02 0.134
H 2.2560 -2.5444 -2.2346 -0.02 -0.03 0.00 0.121
H 2.6226 -4.2270 -2.3971 -0.01 0.02 -0.02 0.117
```
Positions in Å, forces in eV/Å.

Values from the calculation:
- HOMO (eV) = -12.600
- HOMO-LUMO gap (eV) = 6.93
- net charge = +2

---

(2)
This record from the Open Molecules 2025 dataset describes a molecular structure, C44H45BrN8O3STeV. The level of theory is wB97M-V/def2-TZVPD.

The geometry in XYZ format:
```
104
Properties=species:S:1:pos:R:3:forces:R:3:lowdin_charge:R:1
V -0.6027 0.3552 1.1184 0.24 -0.55 -0.23 0.887
O -1.0236 -1.2811 2.2075 -0.10 0.10 0.26 -0.191
N -0.0860 -1.7210 2.9502 0.04 -0.03 -0.05 0.031
N 1.0036 -1.0707 2.8406 -0.06 0.21 0.07 -0.188
O 1.1111 0.0004 2.0682 -0.30 0.26 0.15 -0.188
C 2.1002 -1.3743 3.7091 0.09 -0.15 -0.07 -0.165
C 3.0713 -0.4069 3.9091 -0.05 0.04 -0.09 -0.005
C 4.1428 -0.6935 4.7407 0.02 -0.04 0.04 -0.072
C 4.2405 -1.9312 5.3603 -0.01 0.04 -0.03 -0.084
C 3.2592 -2.8896 5.1429 0.02 -0.01 0.01 -0.075
C 2.1842 -2.6208 4.3130 -0.05 -0.05 0.00 -0.017
H 2.9726 0.5455 3.4088 0.02 0.00 0.01 0.099
H 4.9038 0.0583 4.9043 0.00 -0.01 0.00 0.105
H 5.0793 -2.1522 6.0067 0.00 0.01 0.00 0.104
H 3.3333 -3.8589 5.6180 -0.01 0.01 -0.01 0.107
H 1.4170 -3.3608 4.1342 0.02 0.01 0.00 0.111
S -3.0013 2.6002 -0.4131 0.08 0.02 0.00 0.656
C -2.4718 1.5759 -1.8262 -0.26 0.06 0.03 -0.703
N -3.1643 1.6672 -2.9166 0.06 -0.02 0.22 0.033
N -4.2182 2.5120 -3.0158 0.03 -0.01 -0.11 -0.044
C -4.6550 2.8784 -4.2894 0.07 -0.07 0.12 -0.262
C -5.5814 3.9161 -4.4006 -0.01 0.02 -0.03 -0.051
C -6.0539 4.2948 -5.6458 -0.01 0.01 0.04 -0.102
C -5.6158 3.6486 -6.7936 0.01 -0.02 -0.05 -0.115
C -4.6943 2.6167 -6.6770 0.00 0.00 0.05 -0.096
C -4.2077 2.2272 -5.4380 0.00 0.02 -0.03 -0.033
N -1.5045 0.6267 -1.8203 0.59 -0.05 -0.18 -0.020
N -0.8373 0.1994 -0.7758 -0.34 0.08 0.44 -0.120
C 0.1342 -0.8472 -1.2518 -0.13 0.47 -0.49 -0.406
C -0.3703 -1.5741 -2.4792 0.00 -0.26 0.09 0.000
C 0.5647 -1.6820 -3.4106 -0.01 -0.02 0.04 -0.025
C 2.9498 -2.0126 -2.4077 -0.05 -0.02 0.02 -0.220
C 3.4519 -1.2396 -1.2057 0.01 -0.02 0.01 -0.030
C 2.6274 -0.2628 -0.8496 -0.02 -0.01 0.01 -0.032
H -4.3406 3.1988 -2.2820 0.00 0.05 0.03 0.057
H -5.9319 4.4183 -3.5053 -0.01 0.00 -0.01 0.110
H -6.7722 5.1019 -5.7188 0.00 0.00 0.01 0.099
H -5.9872 3.9456 -7.7654 0.00 0.00 0.01 0.094
H -4.3430 2.1045 -7.5642 0.00 0.00 0.00 0.099
H -3.4848 1.4303 -5.3423 0.00 0.00 0.00 0.098
H -1.3625 -2.0011 -2.5123 -0.01 0.06 -0.01 0.124
H 0.4423 -2.2174 -4.3440 0.00 0.01 0.01 0.117
H 3.7388 -2.1772 -3.1424 0.00 0.01 0.00 0.135
H 4.3470 -1.5329 -0.6698 -0.03 0.00 0.00 0.115
H 2.7352 0.3570 0.0297 0.00 -0.03 0.00 0.100
C -2.8258 0.8503 3.7824 0.04 0.03 -0.05 -0.012
C -2.4064 1.9716 2.8520 -0.08 0.03 0.02 -0.710
O -2.9291 3.0829 2.9543 0.05 -0.08 -0.08 -0.074
N -1.4492 1.6894 1.9277 0.09 -0.22 0.02 -0.308
Te -1.2272 3.8639 0.6512 -0.06 0.03 -0.26 1.705
C -1.0857 5.6580 -0.6338 0.02 0.07 0.10 -0.297
C -1.5935 5.9268 -1.9098 0.01 -0.03 0.02 -0.285
C -2.1573 4.9079 -2.8577 0.03 0.00 -0.02 -0.072
C -1.5564 7.2349 -2.3999 0.02 0.00 -0.01 -0.014
C -1.0276 8.2860 -1.6802 0.00 0.03 -0.02 -0.263
C -1.0201 9.6895 -2.2191 0.00 -0.02 0.00 -0.046
C -0.4991 8.0025 -0.4275 0.03 -0.01 0.04 -0.020
C -0.5219 6.7240 0.1080 0.00 -0.02 0.00 -0.302
C 0.1034 6.5464 1.4726 -0.03 -0.01 -0.05 -0.094
C 0.8115 3.2885 0.3576 0.03 -0.06 0.05 -0.320
C 1.5660 3.1829 1.5421 -0.07 0.00 -0.02 -0.309
C 0.9974 3.3200 2.9310 0.03 0.04 -0.01 -0.062
C 2.9379 2.9681 1.4247 0.03 -0.02 0.00 -0.017
C 3.5715 2.8687 0.1979 0.02 0.01 0.01 -0.270
C 5.0470 2.6038 0.0965 -0.03 0.01 0.00 -0.034
C 2.7999 2.9933 -0.9498 0.01 0.03 0.00 -0.022
C 1.4297 3.2044 -0.8997 -0.05 0.02 -0.03 -0.280
C 0.6858 3.3328 -2.1970 -0.03 0.01 0.04 -0.044
H -3.6514 1.1902 4.4021 0.00 0.00 0.01 0.079
H -1.9862 0.5590 4.4161 0.01 0.00 0.00 0.079
H -3.1174 -0.0290 3.2097 0.00 -0.02 0.01 0.072
H -2.1300 3.9080 -2.4560 0.00 -0.06 -0.03 -0.011
H -1.5864 4.9058 -3.7896 0.00 0.02 0.01 0.104
H -3.1865 5.1560 -3.1229 0.00 -0.01 0.02 0.084
H -1.9574 7.4175 -3.3924 0.00 -0.01 0.01 0.124
H -1.3220 9.7120 -3.2653 0.00 0.00 0.00 0.075
H -0.0277 10.1350 -2.1377 0.00 0.00 0.00 0.081
H -1.7093 10.3214 -1.6556 0.00 0.00 0.00 0.085
H -0.0554 8.8032 0.1560 -0.01 -0.01 -0.01 0.119
H 0.5285 7.4898 1.8116 -0.02 0.00 0.00 0.083
H 0.9175 5.8199 1.4429 0.02 -0.03 0.03 0.062
H -0.6222 6.2268 2.2250 0.01 -0.01 0.01 0.069
H 0.1646 2.6377 3.0873 0.01 0.01 0.01 0.049
H 0.6402 4.3343 3.1206 -0.01 0.01 0.01 0.069
H 1.7671 3.1016 3.6704 0.01 0.02 -0.02 0.084
H 3.5246 2.8815 2.3334 -0.01 0.00 -0.01 0.116
H 5.4913 2.4525 1.0795 0.00 0.00 0.00 0.077
H 5.5597 3.4380 -0.3852 0.00 -0.01 -0.01 0.086
H 5.2311 1.7116 -0.5056 0.01 0.00 0.00 0.079
H 3.2752 2.9047 -1.9214 -0.01 0.00 0.00 0.131
H 1.2817 2.9338 -3.0181 -0.01 0.01 0.01 0.091
H 0.4768 4.3798 -2.4125 -0.01 0.03 -0.02 0.081
H -0.2572 2.7876 -2.1796 0.00 0.01 -0.02 0.049
Br 0.9549 -5.4279 -0.7972 0.00 0.02 0.01 0.752
C 1.5310 -3.6242 -1.0564 0.03 -0.03 0.00 -0.625
C 2.4018 -3.3682 -2.0253 0.04 0.08 -0.02 -0.097
C 1.8531 -1.0460 -2.9833 0.04 0.03 0.07 -0.184
C 1.4479 -0.1847 -1.7719 0.02 -0.03 -0.12 -0.156
N 0.3703 -1.6323 -0.0790 0.06 0.11 0.10 0.102
C 0.9546 -2.7480 -0.0065 -0.03 -0.02 -0.01 -0.173
H 2.7205 -4.2074 -2.6328 -0.02 -0.01 0.01 0.104
H 2.3227 -0.4357 -3.7568 -0.02 -0.02 -0.03 0.149
H 1.1758 0.8270 -2.0733 0.02 -0.09 0.00 0.122
H 1.0240 -3.1823 0.9940 -0.01 -0.02 -0.05 0.102
```
Positions in Å, forces in eV/Å.

Values from the calculation:
- spin multiplicity = 2
- ΔE to the lowest compared entry with this formula, charge and spin (kJ/mol) = 18.24
- HOMO (alpha / beta) (eV) = -5.962 / -5.827
- HOMO-LUMO gap (alpha / beta) (eV) = 5.44 / 5.30
- <S²> = 0.78

---

Q: Which total energy values were calculated for the entries above? A: -3741.89380, -6551.41220, in hartree.
Q: Which molecular weight values were calculated for the entries above? A: 1027.06, 1024.41, in g/mol.